Entry 1:
C39H42Cl2N6O7PS2W as an isolated structure at a distorted geometry, computed with the ωB97M-V functional and the def2-TZVPD basis.

Geometry as XYZ:
```
100
Properties=species:S:1:pos:R:3:lowdin_charge:R:1
W -0.313 0.383 -0.713 1.64
O -0.187 -0.622 -4.811 0.12
C -0.273 -0.119 -3.718 -0.46
N -0.626 -0.700 -2.536 -0.03
C -0.860 -2.079 -2.556 -0.47
O -0.440 -2.878 -3.349 0.12
C -1.853 -2.490 -1.507 -0.23
C -2.656 -3.590 -1.715 0.03
C -3.720 -3.797 -0.847 -0.03
C -3.926 -2.885 0.169 -0.04
C -3.028 -1.836 0.312 -0.13
N -1.993 -1.661 -0.493 0.03
C -0.072 1.369 -3.584 -0.17
C 0.131 2.108 -4.723 0.04
C 0.257 3.483 -4.615 -0.01
C 0.154 4.047 -3.363 -0.01
C -0.042 3.229 -2.265 -0.09
N -0.136 1.901 -2.362 0.04
H -2.456 -4.227 -2.565 0.13
H -4.384 -4.643 -0.975 0.12
H -4.762 -2.973 0.850 0.12
H -3.138 -1.128 1.121 0.08
H 0.171 1.576 -5.664 0.13
H 0.430 4.098 -5.490 0.12
H 0.235 5.115 -3.209 0.12
H -0.082 3.666 -1.293 0.08
Cl -5.453 5.667 -0.290 0.70
C -4.450 4.263 -0.468 -0.65
C -4.906 3.196 -1.262 -0.08
C -4.140 2.073 -1.433 -0.56
Cl -4.702 0.762 -2.401 0.76
C -2.876 1.971 -0.812 -0.35
O -2.174 0.891 -0.958 -0.25
C -2.448 3.043 -0.013 -0.16
C -1.192 2.940 0.629 -0.16
O -0.439 1.959 0.500 -0.24
C -3.240 4.195 0.151 -0.04
H -5.875 3.258 -1.742 0.12
H -0.808 3.758 1.247 0.17
H -2.889 5.018 0.765 0.13
O 2.097 -0.084 -2.335 -0.02
C 2.526 0.757 -1.566 -0.51
N 1.813 1.142 -0.469 -0.19
S 2.492 2.497 0.233 0.69
O 2.841 2.241 1.595 -0.26
O 1.723 3.684 -0.042 -0.29
C 3.919 2.499 -0.806 -0.21
C 4.996 3.362 -0.759 -0.02
C 5.971 3.193 -1.733 -0.05
C 5.856 2.207 -2.710 -0.04
C 4.755 1.355 -2.739 0.01
C 3.795 1.518 -1.766 -0.12
H 5.077 4.137 -0.006 0.13
H 6.835 3.846 -1.732 0.12
H 6.635 2.105 -3.455 0.11
H 4.642 0.588 -3.496 0.13
C -2.313 -2.379 3.476 -0.10
C -0.832 -1.994 3.376 -0.53
C -0.046 -3.207 2.872 -0.13
P -0.421 -0.430 2.435 1.07
C -1.519 0.878 3.220 -0.52
C -1.724 0.831 4.742 -0.09
C -2.888 1.021 2.535 -0.12
C 1.242 0.021 3.193 -0.51
C 1.451 -0.345 4.670 -0.10
C 2.468 -0.511 2.440 -0.17
H -2.444 -3.043 4.335 0.09
H -2.636 -2.931 2.594 0.05
H -2.984 -1.536 3.622 0.05
H -0.489 -1.773 4.384 0.08
H -0.413 -3.518 1.892 0.04
H -0.180 -4.038 3.572 0.09
H 1.022 -3.014 2.774 0.04
H -0.956 1.789 3.009 0.08
H -1.946 -0.170 5.110 0.07
H -2.575 1.467 5.002 0.09
H -0.867 1.218 5.288 0.07
H -3.618 0.328 2.954 0.08
H -2.845 0.853 1.463 0.03
H -3.285 2.028 2.698 0.09
H 1.254 1.109 3.090 0.09
H 1.649 -1.414 4.776 0.08
H 0.633 -0.087 5.335 0.05
H 2.342 0.179 5.026 0.09
H 2.572 -1.590 2.571 0.06
H 3.360 -0.037 2.855 0.09
H 2.446 -0.302 1.381 -0.01
C 1.634 -5.028 0.041 -0.02
N 2.045 -4.295 -1.154 -0.11
C 2.687 -4.841 -2.263 -0.03
C 2.881 -3.838 -3.135 -0.04
N 2.379 -2.697 -2.539 0.10
C 1.852 -2.971 -1.341 -0.64
S 1.080 -1.992 -0.162 0.76
H 1.917 -6.068 -0.084 0.10
H 0.555 -4.952 0.172 0.08
H 2.122 -4.617 0.923 0.09
H 2.938 -5.886 -2.320 0.13
H 3.318 -3.834 -4.118 0.13
H 2.323 -1.772 -2.938 0.12
```

Calculated values
<S²> = 2.01
Multiplicity = 3
HOMO-LUMO gap (spin up / spin down) = 6.3095 / 6.6249 eV
Charge = +1



Entry 2:
C39H42FIrN5O7SSiTe as an isolated structure at a distorted geometry, computed with the ωB97M-V functional and the def2-TZVPD basis.

Geometry as XYZ:
```
98
Properties=species:S:1:pos:R:3:lowdin_charge:R:1
Ir 0.659 0.838 -0.712 1.24
C 2.765 4.568 -4.571 -0.16
Si 4.058 4.317 -3.252 0.53
C 5.173 2.879 -3.667 -0.15
C 5.046 5.868 -2.959 -0.17
C 3.143 3.914 -1.627 -0.20
C 3.187 4.766 -0.522 -0.04
C 2.465 4.513 0.640 -0.03
C 1.677 3.383 0.701 -0.07
N 1.630 2.551 -0.338 -0.15
C 2.333 2.795 -1.463 -0.64
S 1.938 1.472 -2.570 0.63
H 3.238 4.808 -5.525 0.04
H 2.098 5.393 -4.315 0.04
H 2.156 3.674 -4.716 0.02
H 5.715 3.072 -4.596 0.05
H 4.584 1.970 -3.809 0.00
H 5.913 2.690 -2.887 0.04
H 5.585 6.131 -3.872 0.04
H 5.787 5.742 -2.167 0.04
H 4.412 6.721 -2.706 0.04
H 3.798 5.659 -0.569 0.11
H 2.507 5.186 1.484 0.12
H 1.079 3.120 1.563 0.13
C -1.648 -5.326 1.894 -0.05
C -0.966 -4.496 2.970 -0.17
N -0.785 -3.091 2.562 -0.01
C 0.378 -2.733 1.992 0.06
C 0.649 -1.495 1.459 -0.02
C 1.990 -1.314 0.771 -0.58
O 2.828 -2.185 0.895 0.06
O 2.209 -0.239 0.057 -0.31
C -0.348 -0.509 1.602 -0.29
O -0.347 0.633 1.062 -0.12
C -1.544 -0.850 2.315 -0.06
C -2.513 0.138 2.523 0.09
C -3.724 -0.187 3.026 -0.18
F -4.596 0.822 3.219 0.08
C -4.107 -1.534 3.262 -0.12
C -3.107 -2.497 3.124 0.07
C -1.811 -2.160 2.699 -0.11
N -5.424 -1.886 3.489 -0.07
C -5.810 -3.156 4.062 -0.11
C -6.748 -3.833 3.047 -0.06
N -7.448 -2.749 2.266 0.05
C -7.828 -1.633 3.183 -0.08
C -6.529 -0.923 3.567 -0.11
H -1.775 -6.351 2.242 0.09
H -1.041 -5.352 0.988 0.09
H -2.628 -4.926 1.633 0.07
H 0.024 -4.890 3.187 0.13
H -1.516 -4.505 3.910 0.12
H 1.137 -3.502 1.916 0.16
H -2.298 1.167 2.267 0.15
H -3.347 -3.537 3.273 0.09
H -6.299 -3.007 5.028 0.14
H -4.957 -3.803 4.243 0.12
H -7.514 -4.439 3.529 0.14
H -6.206 -4.446 2.330 0.13
H -8.264 -3.126 1.786 0.19
H -6.813 -2.355 1.546 0.08
H -8.366 -2.070 4.022 0.14
H -8.493 -0.957 2.649 0.14
H -6.624 -0.485 4.564 0.15
H -6.388 -0.130 2.850 0.09
O -0.115 -0.972 -1.348 -0.11
C -1.334 -1.171 -1.395 -0.13
C -2.363 -0.230 -1.084 -0.11
C -3.583 -0.812 -0.729 0.06
C -4.620 -0.027 -0.301 -0.15
C -4.514 1.382 -0.343 0.04
C -3.346 1.969 -0.739 0.04
C -2.177 1.200 -1.039 -0.31
O -1.069 1.812 -1.263 -0.14
N -5.784 -0.665 0.277 -0.29
O -6.718 0.028 0.629 0.10
O -5.771 -1.895 0.438 0.02
H -1.650 -2.186 -1.661 0.15
H -3.691 -1.888 -0.740 0.13
H -5.362 1.984 -0.048 0.13
H -3.251 3.046 -0.770 0.13
C 5.060 -0.821 -3.827 -0.39
Te 3.726 -1.074 -2.190 1.61
C 5.187 -0.093 -1.022 -0.35
C 6.395 0.085 -1.903 -0.30
C 7.569 0.619 -1.377 -0.04
C 8.671 0.818 -2.190 -0.06
C 8.610 0.480 -3.537 -0.06
C 7.448 -0.057 -4.062 -0.03
C 6.336 -0.257 -3.250 -0.31
H 4.609 -0.147 -4.557 0.06
H 5.201 -1.789 -4.308 0.07
H 5.359 -0.718 -0.146 0.08
H 4.757 0.852 -0.687 0.07
H 7.617 0.879 -0.326 0.12
H 9.581 1.230 -1.774 0.11
H 9.471 0.630 -4.174 0.11
H 7.402 -0.323 -5.111 0.12
```

Calculated values
<S²> = 0.76
Multiplicity = 2
HOMO-LUMO gap (spin up / spin down) = 6.1298 / 6.3786 eV
Charge = +2



Entry 3:
C39H42IrN5OPS as an isolated structure, computed with the ωB97M-V functional and the def2-TZVPD basis.

Geometry as XYZ:
```
90
Properties=species:S:1:pos:R:3:lowdin_charge:R:1
Ir 0.674 -1.075 0.885 1.33
C -0.248 -0.618 3.863 -0.15
N 0.833 -0.714 2.876 -0.14
C 2.056 -0.621 3.289 -0.05
C 3.094 -0.934 2.371 -0.30
C 4.487 -0.953 2.407 -0.04
C 4.904 -1.402 1.157 -0.08
C 3.756 -1.651 0.403 -0.19
N 2.662 -1.387 1.134 -0.15
C -1.165 0.572 3.755 -0.22
C -2.142 0.673 2.771 -0.08
C -2.982 1.773 2.720 -0.08
C -2.854 2.793 3.655 -0.09
C -1.891 2.699 4.646 -0.07
C -1.054 1.592 4.693 -0.04
H 0.228 -0.595 4.846 0.11
H -0.820 -1.550 3.815 0.12
H 2.260 -0.376 4.326 0.14
H 5.109 -0.653 3.235 0.11
H 5.919 -1.546 0.824 0.10
H 3.693 -2.025 -0.606 0.08
H -2.244 -0.105 2.023 0.08
H -3.737 1.840 1.947 0.10
H -3.513 3.651 3.614 0.10
H -1.791 3.482 5.387 0.11
H -0.310 1.518 5.479 0.11
C -2.634 -5.211 1.685 -0.01
C -1.257 -4.683 1.478 -0.29
C -0.048 -5.315 1.304 0.03
C 0.917 -4.302 1.160 -0.29
N 0.319 -3.109 1.238 -0.10
N -0.995 -3.366 1.425 0.04
C 2.381 -4.479 0.964 -0.01
H -2.599 -6.290 1.814 0.09
H -3.274 -4.993 0.829 0.09
H -3.097 -4.780 2.573 0.09
H 0.122 -6.377 1.297 0.12
H -1.626 -2.591 1.553 0.14
H 2.639 -5.531 1.063 0.09
H 2.948 -3.907 1.696 0.08
H 2.695 -4.142 -0.023 0.06
N -0.166 0.603 0.612 -0.39
P -0.479 1.636 -0.529 0.82
C 1.070 2.363 -1.142 -0.28
C 1.069 3.588 -1.812 -0.09
C 2.255 4.145 -2.263 -0.06
C 3.460 3.495 -2.027 -0.07
C 3.472 2.292 -1.337 -0.07
C 2.283 1.727 -0.897 -0.10
C -1.474 1.077 -1.951 -0.30
C -1.675 1.898 -3.062 -0.08
C -2.468 1.477 -4.119 -0.07
C -3.084 0.232 -4.067 -0.07
C -2.902 -0.582 -2.959 -0.08
C -2.098 -0.164 -1.907 -0.11
C -1.424 3.044 0.106 -0.29
C -2.770 3.243 -0.178 -0.09
C -3.469 4.277 0.433 -0.08
C -2.826 5.107 1.337 -0.09
C -1.482 4.909 1.632 -0.07
C -0.786 3.882 1.021 -0.07
H 0.143 4.129 -1.961 0.10
H 2.241 5.095 -2.781 0.11
H 4.388 3.939 -2.361 0.11
H 4.410 1.794 -1.125 0.11
H 2.304 0.798 -0.340 0.06
H -1.208 2.871 -3.112 0.10
H -2.613 2.122 -4.975 0.11
H -3.711 -0.096 -4.886 0.11
H -3.391 -1.548 -2.914 0.11
H -1.937 -0.805 -1.050 0.08
H -3.284 2.597 -0.879 0.11
H -4.513 4.433 0.198 0.11
H -3.372 5.909 1.818 0.11
H -0.979 5.557 2.338 0.11
H 0.261 3.727 1.259 0.12
O 0.514 -1.432 -1.208 -0.68
S 1.439 -2.197 -2.149 1.00
C 2.074 -0.976 -3.318 -0.29
C 0.988 -0.790 -4.369 -0.21
C 0.524 -2.205 -4.705 -0.21
C 0.291 -2.908 -3.367 -0.28
H 2.982 -1.416 -3.740 0.11
H 2.343 -0.091 -2.742 0.08
H 1.370 -0.255 -5.237 0.13
H 0.164 -0.211 -3.948 0.10
H 1.298 -2.726 -5.273 0.12
H -0.388 -2.215 -5.301 0.12
H 0.426 -3.988 -3.384 0.09
H -0.687 -2.672 -2.946 0.09
```

Calculated values
HOMO-LUMO gap = 7.8775 eV
Charge = +1



Entry 4:
A 2-piece molecular cluster, C39H42N2O2 overall at a distorted geometry, computed with the ωB97M-V functional and the def2-TZVPD basis.

Geometry as XYZ:
```
85
Properties=species:S:1:pos:R:3:lowdin_charge:R:1
C 3.331 2.010 -3.997 -0.03
C 3.147 0.665 -3.322 -0.57
C 2.284 -0.268 -4.135 -0.03
C 4.493 0.043 -2.996 -0.04
O 2.538 0.905 -1.982 -0.08
C 1.240 1.242 -1.668 -0.50
C 0.257 0.139 -1.749 -0.14
N -0.963 0.455 -2.067 0.10
C -2.030 -0.285 -2.325 -0.22
C -3.295 0.398 -2.609 -0.17
C -4.543 -0.265 -2.605 -0.05
C -5.719 0.427 -2.886 -0.10
C -5.681 1.796 -3.171 -0.11
C -4.449 2.466 -3.148 -0.09
C -3.270 1.780 -2.846 -0.04
C -1.926 -1.737 -2.434 -0.18
C -2.531 -2.368 -3.538 -0.04
C -2.301 -3.716 -3.788 -0.09
C -1.456 -4.443 -2.942 -0.10
C -0.898 -3.839 -1.810 -0.09
C -1.157 -2.496 -1.533 -0.05
O 0.953 2.323 -1.182 0.06
H 3.844 2.717 -3.332 0.10
H 3.937 1.898 -4.904 0.09
H 2.359 2.416 -4.295 0.09
H 2.200 -1.251 -3.655 0.09
H 1.288 0.157 -4.293 0.09
H 2.741 -0.407 -5.121 0.09
H 4.368 -0.945 -2.535 0.08
H 5.112 -0.091 -3.889 0.09
H 5.064 0.672 -2.304 0.09
H 0.648 -0.891 -1.656 0.10
H -4.580 -1.331 -2.392 0.11
H -6.667 -0.111 -2.908 0.10
H -6.604 2.324 -3.426 0.09
H -4.403 3.528 -3.383 0.09
H -2.309 2.290 -2.800 0.11
H -3.176 -1.782 -4.193 0.12
H -2.780 -4.186 -4.647 0.10
H -1.238 -5.489 -3.157 0.09
H -0.236 -4.396 -1.145 0.10
H -0.769 -2.032 -0.623 0.11
C -0.276 3.546 3.271 -0.03
C -1.454 2.753 2.699 -0.53
C -2.743 3.230 3.376 -0.06
C -1.596 2.944 1.190 -0.02
C -1.259 1.280 3.026 -0.10
N -2.025 0.696 3.965 0.16
C -1.624 -0.606 4.223 -0.19
C -0.551 -0.883 3.364 -0.12
C 0.020 -2.150 3.399 -0.02
C -0.467 -3.094 4.314 -0.07
C -1.532 -2.783 5.179 -0.08
C -2.144 -1.522 5.124 -0.01
C -0.287 0.327 2.581 -0.07
C 0.750 0.493 1.639 0.12
C 2.104 0.065 1.861 -0.18
C 2.624 -0.342 3.122 -0.02
C 3.874 -0.947 3.226 -0.03
C 4.634 -1.241 2.081 -0.26
C 5.852 -2.109 2.173 -0.05
C 4.238 -0.661 0.867 -0.01
C 3.064 0.070 0.810 0.03
H 0.683 3.231 2.841 0.09
H -0.410 4.619 3.076 0.10
H -0.235 3.417 4.361 0.09
H -3.607 2.633 3.060 0.10
H -2.655 3.208 4.469 0.08
H -2.942 4.271 3.097 0.10
H -2.320 2.223 0.785 0.10
H -1.983 3.952 0.978 0.10
H -0.657 2.824 0.640 0.07
H -2.794 1.130 4.458 0.15
H 0.850 -2.366 2.732 0.11
H 0.002 -4.079 4.379 0.10
H -1.903 -3.538 5.877 0.10
H -3.011 -1.260 5.731 0.11
H 0.513 0.975 0.694 0.08
H 2.003 -0.200 4.005 0.12
H 4.234 -1.255 4.210 0.12
H 6.327 -2.205 1.193 0.08
H 6.592 -1.737 2.895 0.09
H 5.560 -3.115 2.499 0.09
H 4.867 -0.785 -0.021 0.11
H 2.862 0.673 -0.061 0.09
```

Calculated values
HOMO-LUMO gap = 3.2946 eV



Entry 5:
A 3-piece molecular cluster, C39H42N2O6P overall at a distorted geometry, computed with the ωB97M-V functional and the def2-TZVPD basis.

Geometry as XYZ:
```
90
Properties=species:S:1:pos:R:3:lowdin_charge:R:1
C 2.126 -1.582 5.022 -0.14
C 3.612 -1.153 4.837 -0.26
C 3.795 0.084 3.883 -0.21
C 2.886 -0.090 2.631 -0.24
C 3.167 0.931 1.493 -0.20
C 2.175 0.744 0.286 -0.21
C 0.678 0.922 0.679 -0.21
C -0.044 -0.382 1.153 -0.20
C -1.290 0.046 2.030 -0.19
C -1.105 -0.360 3.529 -0.21
C -0.947 0.843 4.495 -0.40
N 0.377 1.479 4.394 -0.21
P 0.191 3.133 4.693 0.45
N -0.552 3.510 6.066 -0.25
O 1.692 3.908 4.768 -0.24
O -0.672 3.784 3.391 -0.25
H 2.098 -2.467 5.702 0.06
H 1.499 -0.805 5.500 0.07
H 1.643 -1.923 4.082 0.05
H 3.994 -0.885 5.847 0.10
H 4.161 -2.046 4.460 0.10
H 3.409 0.956 4.454 0.11
H 4.873 0.187 3.648 0.10
H 3.030 -1.108 2.212 0.12
H 1.843 0.093 2.971 0.06
H 3.053 1.987 1.815 0.11
H 4.184 0.774 1.063 0.10
H 2.319 -0.208 -0.263 0.11
H 2.411 1.558 -0.440 0.10
H 0.147 1.245 -0.249 0.10
H 0.507 1.747 1.404 0.09
H -0.409 -0.956 0.272 0.09
H 0.587 -1.073 1.740 0.08
H -2.164 -0.525 1.640 0.08
H -1.484 1.127 1.888 0.10
H -2.042 -0.890 3.834 0.10
H -0.288 -1.090 3.692 0.07
H -1.759 1.600 4.372 0.09
H -1.071 0.434 5.538 0.09
H -0.777 2.650 6.553 -0.08
H 1.511 4.802 5.065 0.03
H -0.564 3.117 2.705 -0.01
C -2.044 7.663 -0.779 -0.06
C -1.371 6.623 -0.145 -0.04
C -0.984 5.503 -0.867 0.01
C -1.280 5.415 -2.225 -0.08
C -1.976 6.447 -2.856 -0.09
C -2.347 7.577 -2.131 -0.01
C -2.341 6.345 -4.290 -0.28
O -2.945 7.246 -4.844 0.09
C -1.964 5.118 -5.036 -0.08
C -2.348 4.979 -6.367 0.00
C -1.990 3.843 -7.077 -0.06
C -1.240 2.843 -6.464 -0.06
C -0.859 2.974 -5.136 0.00
C -1.229 4.107 -4.416 -0.08
C -0.846 4.221 -2.987 -0.28
O -0.194 3.351 -2.447 0.11
H -2.338 8.540 -0.216 0.11
H -1.146 6.685 0.913 0.11
H -0.456 4.698 -0.372 0.12
H -2.876 8.385 -2.619 0.12
H -2.929 5.756 -6.848 0.12
H -2.294 3.734 -8.111 0.10
H -0.955 1.959 -7.021 0.11
H -0.280 2.194 -4.660 0.12
C -1.726 -3.691 0.422 -0.05
C -0.743 -4.260 1.228 -0.04
C 0.067 -5.270 0.728 0.01
C -0.110 -5.723 -0.576 -0.09
C -1.111 -5.168 -1.376 -0.09
C -1.911 -4.144 -0.876 0.01
C -1.344 -5.671 -2.751 -0.28
O -2.213 -5.188 -3.452 0.10
C -0.502 -6.785 -3.256 -0.08
C -0.744 -7.308 -4.523 0.00
C 0.045 -8.340 -5.010 -0.06
C 1.085 -8.848 -4.237 -0.06
C 1.326 -8.334 -2.971 0.00
C 0.528 -7.307 -2.474 -0.08
C 0.774 -6.789 -1.105 -0.28
O 1.681 -7.237 -0.429 0.10
H -2.352 -2.897 0.810 0.10
H -0.609 -3.914 2.245 0.11
H 0.833 -5.706 1.355 0.12
H -2.679 -3.703 -1.498 0.12
H -1.550 -6.913 -5.128 0.12
H -0.149 -8.749 -5.994 0.10
H 1.705 -9.649 -4.620 0.10
H 2.133 -8.734 -2.370 0.12
```

Calculated values
HOMO-LUMO gap = 4.1328 eV
Charge = -1